Here is a molecular structure, C15H20BN9O8P2Ti in a non-equilibrium geometry from the OMol25 dataset. Energies are from wB97M-V/def2-TZVPD.

Computed properties:
Spin multiplicity   2
LUMO (alpha / beta)   2.475 / 2.475 eV
Net charge   -1
HOMO level (alpha / beta)   -0.066 / -0.054 Ha
⟨S²⟩   0.763

XYZ file:
```
56
Properties=species:S:1:pos:R:3:forces:R:3:lowdin_charge:R:1
Ti 0.38659 -0.11939 -1.00764 -3.0777 -0.7662 -2.3497 0.992
C -1.07423 -3.42614 1.19055 0.0010 -0.0532 0.1068 -0.045
C -0.85884 -2.78888 -0.03059 0.0399 -0.0500 0.1456 -0.104
N -0.45537 -1.53199 0.16838 -0.3889 -1.4563 1.1376 -0.048
N -0.39709 -1.35389 1.51378 -0.0108 -0.1758 0.0853 0.037
C -0.76470 -2.48590 2.14629 -0.0192 0.0642 -0.0428 -0.059
B 0.28443 -0.11821 2.13106 -0.5483 -0.0135 -0.2842 -0.634
N -0.35757 1.15109 1.53997 -0.1668 0.3239 0.3104 0.042
C -0.82577 2.26400 2.13099 0.0970 -0.1839 -0.1138 -0.058
C -1.19943 3.14655 1.14124 -0.0062 0.1423 -0.0514 -0.041
C -0.91724 2.49341 -0.05516 -0.0076 -0.0005 0.1807 -0.102
N -0.41170 1.28133 0.19092 -0.2384 1.3906 1.3529 -0.041
N 1.75187 -0.14980 1.63263 0.4111 -0.0773 0.2075 0.056
C 2.95626 -0.04768 2.22239 -0.2553 0.1127 -0.1307 -0.062
C 3.92543 -0.29997 1.27668 0.2334 -0.0763 -0.0498 -0.036
C 3.22521 -0.54459 0.09942 -0.1020 -0.0707 0.2980 -0.098
N 1.91199 -0.44080 0.31635 1.7524 -0.0694 1.1835 -0.043
N 0.10385 -0.17209 3.64429 0.3095 0.1259 0.0561 -0.011
C 0.92848 -0.58167 4.63883 0.0486 -0.0589 0.0605 -0.095
C 0.22806 -0.53348 5.81977 0.0213 -0.0273 -0.0029 -0.076
C -1.05038 -0.08746 5.43991 0.1288 -0.0213 -0.0391 -0.161
N -1.11619 0.12047 4.13802 -0.2478 0.0570 0.0419 0.073
H -1.42006 -4.43153 1.35383 -0.0089 -0.0076 -0.0129 0.090
H -0.97665 -3.17442 -1.02561 -0.0356 0.1543 -0.0312 0.105
H -0.78573 -2.54299 3.22126 -0.0319 0.0632 0.0143 0.116
H -0.87640 2.34225 3.20037 -0.0307 -0.0310 0.0391 0.108
H -1.63105 4.12413 1.26391 -0.0029 0.0011 0.0142 0.092
H -1.06336 2.84317 -1.06022 0.0133 -0.1532 -0.0704 0.106
H 3.05922 0.24119 3.25280 -0.0337 -0.0361 -0.0017 0.108
H 4.99178 -0.31462 1.41723 0.0003 0.0353 0.0088 0.096
H 3.61393 -0.79241 -0.87316 -0.0457 0.0298 -0.0480 0.105
H 1.93793 -0.90023 4.45022 -0.0547 -0.0504 -0.0022 0.100
H 0.58351 -0.77883 6.80541 0.0219 -0.0317 -0.0103 0.084
H -1.91367 0.09107 6.06029 -0.0411 0.0031 -0.0262 0.096
O 2.14650 1.39291 -1.74871 0.1693 -0.5771 -0.1623 -0.178
P 2.31939 0.25629 -2.93389 0.6802 0.6909 -1.8717 0.218
O 3.68836 0.18027 -3.45133 0.0100 -0.0976 0.2064 -0.263
O 1.60909 -0.94977 -2.38113 0.8477 0.0625 0.2044 -0.321
O 1.35534 0.92617 -4.08665 0.1472 -0.1928 0.5563 -0.246
P -0.01610 1.67155 -3.63824 -0.3084 0.3486 -0.9230 0.242
O 0.57413 3.11526 -3.12693 -0.1354 0.0243 -0.0077 -0.151
O -0.87361 1.92363 -4.81333 0.1236 -0.1077 0.0924 -0.276
O -0.56275 0.95177 -2.43700 0.5332 0.9330 -0.6634 -0.370
H 2.18688 2.28195 -2.13652 -0.2419 0.0416 0.1810 0.082
H 0.36076 3.75681 -3.81838 0.0656 -0.0772 0.1076 0.081
N -1.38722 -1.14317 -4.73051 0.5574 0.0311 -0.0305 0.162
C -1.65299 -1.18842 -3.38898 -1.2655 0.0307 -0.0936 -0.557
O -0.96434 -1.82529 -2.61264 0.7809 -0.3818 -0.1269 -0.037
C -2.97614 -0.56025 -2.91493 0.6903 0.2617 0.5261 -0.252
C -2.97266 -0.25058 -1.45541 0.3644 -0.0472 0.3130 -0.138
H -0.44744 -1.45512 -4.94576 -0.0660 -0.0301 -0.0331 0.104
H -1.62115 -0.27624 -5.19915 -0.1765 -0.0174 0.0961 0.076
H -3.73302 -1.31549 -3.17091 -0.0052 0.0699 -0.1944 0.096
H -3.15542 0.33626 -3.51225 -0.1576 -0.0632 -0.1223 0.092
H -2.90236 -1.06085 -0.74392 -0.1945 0.0614 0.0103 -0.022
H -2.76835 0.75064 -1.10784 -0.1429 -0.0565 -0.0404 -0.034
```
Forces are in eV/Å.